# 1
Computed, not measured: a structure of composition C20H12F9N4OW, with ωB97M-V/def2-TZVPD.

Each line ends with the Löwdin spin population.
Positions of all 47 atoms, in Å:
W1 -0.362 0.012 0.018  1.6822
C1 -0.317 4.346 0.270  0.0011
C2 0.925 4.585 0.848  -0.0007
C3 1.799 3.526 1.082  0.0013
C4 1.419 2.250 0.720  0.0046
N1 0.189 2.018 0.171  0.0145
C5 -0.663 3.051 -0.038  0.0111
C6 2.257 1.044 0.893  0.0182
C7 3.550 1.042 1.376  -0.0020
C8 4.233 -0.167 1.480  0.0275
C9 3.607 -1.346 1.102  -0.0017
C10 2.311 -1.287 0.630  0.0249
N2 1.653 -0.117 0.522  0.0107
H1 -1.014 5.150 0.078  0.0000
H2 1.215 5.592 1.124  0.0000
H3 2.763 3.706 1.535  0.0002
H4 -1.634 2.805 -0.454  0.0026
H5 4.037 1.959 1.672  -0.0004
H6 5.248 -0.181 1.856  0.0012
H7 4.106 -2.303 1.173  -0.0004
H8 1.774 -2.182 0.339  0.0019
F1 -2.602 0.395 0.178  0.0378
C11 -3.146 -0.867 0.711  0.0052
F2 -3.019 -1.690 -0.306  0.0029
F3 -4.373 -0.672 1.020  0.0020
C12 -2.158 -1.187 1.861  0.0165
O1 -0.879 -1.289 1.248  0.0407
C13 -2.043 -0.003 2.876  0.0001
F4 -1.203 0.944 2.271  0.0076
F5 -3.190 0.585 3.096  0.0001
F6 -1.461 -0.363 3.985  0.0000
C14 -2.532 -2.539 2.562  -0.0010
F7 -3.602 -2.326 3.307  -0.0001
F8 -2.796 -3.448 1.631  -0.0001
F9 -1.517 -2.945 3.297  0.0000
N3 -0.273 -2.652 -6.892  0.0203
C15 -0.253 -2.267 -5.811  0.0020
C16 -0.226 -1.787 -4.466  0.0275
C17 0.042 -0.439 -4.202  -0.0040
C18 0.070 -0.021 -2.893  0.0224
N4 -0.195 -0.864 -1.864  0.0087
C19 -0.458 -2.172 -2.117  0.0175
C20 -0.468 -2.661 -3.401  -0.0032
H9 0.238 0.263 -5.000  -0.0006
H10 0.290 1.017 -2.649  0.0010
H11 -0.667 -2.805 -1.263  0.0004
H12 -0.673 -3.709 -3.578  -0.0006

## Properties
Calculated total energy (eV): -55197.8291
Net charge: +3
Max |F| (Eh/bohr): 0.0148
Orbital gap (spin up / spin down) (eV): 7.314 / 7.542
Multiplicity: 3
Lowest unoccupied orbital energy (spin up / spin down) (eV): -11.85 / -11.87
HOMO energy (spin up / spin down) (eV): -19.2 / -19.4
<S²>: 2.01

# 2
Computed, not measured: a structure of composition C20H13Cl6NO4Rh, with ωB97M-V/def2-TZVPD.

Each line ends with the Löwdin charge.
Positions of all 45 atoms, in Å:
Rh1 -0.025 0.161 0.277  1.1320
Cl1 -4.507 -2.855 -4.159  0.7321
C1 -3.669 -2.246 -2.798  -0.7008
C2 -2.625 -1.346 -2.975  -0.7011
Cl2 -2.140 -0.816 -4.527  0.7451
C3 -1.964 -0.872 -1.851  -0.5303
Cl3 -0.644 0.272 -2.016  0.8163
C4 -2.291 -1.255 -0.559  -0.4315
O1 -1.671 -0.789 0.530  -0.2224
C5 -3.337 -2.171 -0.393  -0.6146
Cl4 -3.727 -2.665 1.199  0.7728
C6 -4.020 -2.653 -1.504  -0.6834
Cl5 -5.298 -3.765 -1.283  0.7449
C7 2.517 -3.778 -0.534  -0.0141
C8 1.290 -3.861 0.104  -0.0078
C9 0.550 -2.712 0.298  -0.0656
N1 0.998 -1.522 -0.124  -0.0964
C10 2.185 -1.431 -0.740  -0.0955
C11 2.975 -2.539 -0.958  -0.0180
H1 3.113 -4.666 -0.697  0.1266
H2 0.901 -4.805 0.458  0.1257
H3 -0.403 -2.716 0.807  0.1204
H4 2.498 -0.443 -1.056  0.1237
H5 3.927 -2.425 -1.455  0.1245
C12 3.457 0.756 5.423  -0.0198
C13 3.347 1.853 4.406  -0.1889
C14 4.467 2.482 3.887  -0.0533
C15 4.343 3.486 2.935  -0.6680
Cl6 5.772 4.244 2.309  0.6790
C16 3.103 3.888 2.487  -0.0966
C17 1.964 3.271 2.998  -0.0107
C18 2.095 2.266 3.942  -0.2232
O2 1.023 1.594 4.495  -0.0179
C19 -0.214 1.743 3.863  -0.0877
C20 -0.174 1.257 2.439  -0.5402
O3 -0.822 1.774 1.505  0.0018
O4 0.546 0.217 2.131  -0.0711
H6 4.500 0.570 5.672  0.0832
H7 3.016 -0.169 5.047  0.0875
H8 2.923 1.012 6.338  0.0924
H9 5.452 2.187 4.225  0.1168
H10 3.015 4.679 1.756  0.1100
H11 0.996 3.608 2.651  0.1137
H12 -0.601 2.764 3.869  0.1488
H13 -0.917 1.105 4.404  0.1615

## Properties
Calculated total energy (eV): -108766.9718
Net charge: +1
Max |F| (Eh/bohr): 0.0117
Orbital gap (eV): 5.504
Multiplicity: 1
Lowest unoccupied orbital energy (eV): -5.39
HOMO energy (eV): -10.9

# 3
Computed, not measured: a structure of composition C20H14AgBN2O5 at a distorted geometry, with ωB97M-V/def2-TZVPD.

Each line ends with the Löwdin charge.
Positions of all 43 atoms, in Å:
Ag1 0.902 -1.589 -1.669  0.6958
O1 -3.802 -1.587 -2.013  0.0105
C1 -4.137 -1.473 -0.728  -0.2985
C2 -5.446 -1.121 -0.393  -0.0473
C3 -5.845 -1.050 0.928  -0.1387
C4 -4.939 -1.332 1.938  -0.1399
C5 -3.626 -1.642 1.620  -0.0522
C6 -3.198 -1.712 0.301  -0.0830
C7 -1.785 -1.980 -0.080  -0.4681
O2 -1.554 -2.260 -1.317  -0.1198
N1 -0.917 -1.836 0.883  0.0279
N2 0.402 -2.034 0.549  -0.0681
C8 1.262 -1.477 1.336  -0.1379
C9 2.687 -1.542 1.184  -0.1738
C10 3.478 -0.867 2.116  -0.1003
C11 4.850 -0.763 2.002  -0.1719
C12 5.482 -1.352 0.909  -0.1569
C13 4.746 -2.035 -0.023  -0.0581
C14 3.327 -2.174 0.049  -0.4400
O3 2.721 -2.831 -0.844  -0.1687
H1 -2.778 -1.873 -1.950  0.0603
H2 -6.135 -0.909 -1.200  0.0983
H3 -6.868 -0.774 1.166  0.0826
H4 -5.259 -1.296 2.973  0.0774
H5 -2.902 -1.840 2.395  0.0947
H6 0.894 -0.876 2.185  0.1063
H7 2.989 -0.380 2.955  0.0911
H8 5.425 -0.202 2.731  0.0671
H9 6.560 -1.260 0.792  0.0794
H10 5.223 -2.476 -0.892  0.0913
O4 1.817 1.355 -1.787  0.0581
B1 0.714 0.515 -2.186  -0.4450
O5 -0.432 1.387 -2.143  0.0729
C15 -0.041 2.590 -1.724  -0.2509
C16 -0.775 3.743 -1.523  -0.0168
C17 -0.089 4.870 -1.081  -0.1411
C18 1.278 4.846 -0.859  -0.1408
C19 2.027 3.694 -1.071  -0.0170
C20 1.352 2.569 -1.501  -0.2549
H11 -1.841 3.767 -1.700  0.1066
H12 -0.636 5.790 -0.908  0.0813
H13 1.775 5.747 -0.517  0.0814
H14 3.095 3.673 -0.905  0.1071

## Properties
Calculated total energy (eV): -38862.4470
Net charge: -2
Max |F| (Eh/bohr): 0.0219
Orbital gap (eV): 5.743
Multiplicity: 1
Lowest unoccupied orbital energy (eV): 5.02
HOMO energy (eV): -0.7

# 4
Computed, not measured: a structure of composition C20H14AlBBr2F4N2OS, with ωB97M-V/def2-TZVPD.

Each line ends with the Löwdin charge.
Positions of all 46 atoms, in Å:
Al1 0.346 0.069 0.195  -0.0626
C1 -0.208 3.726 -0.268  -0.0077
C2 -1.434 2.883 -0.138  -0.2631
C3 -2.700 3.508 -0.094  0.0040
C4 -3.848 2.773 -0.029  -0.0044
C5 -3.764 1.368 -0.006  -0.1827
C6 -4.856 0.471 0.034  -0.6182
Br1 -6.630 1.141 0.068  0.7794
C7 -4.660 -0.880 0.047  -0.1581
C8 -3.357 -1.406 0.036  -0.5893
Br2 -3.103 -3.276 0.049  0.8137
C9 -2.254 -0.584 0.023  -0.3347
O1 -1.005 -1.010 0.039  -0.0288
C10 -2.466 0.819 -0.021  -0.1237
N1 -1.327 1.564 -0.084  0.1427
H1 -0.468 4.778 -0.359  0.0851
H2 0.377 3.433 -1.139  0.0834
H3 0.420 3.587 0.613  0.0671
H4 -2.743 4.588 -0.123  0.1158
H5 -4.816 3.255 -0.008  0.0871
H6 -5.502 -1.557 0.074  0.0994
C11 0.057 0.060 -2.973  0.0144
C12 1.235 0.849 -2.493  -0.2595
C13 2.189 1.383 -3.374  0.0097
C14 3.272 2.048 -2.874  0.0301
C15 3.437 2.212 -1.484  -0.1423
C16 4.550 2.860 -0.915  -0.0270
C17 4.658 2.943 0.445  -0.0584
C18 3.664 2.411 1.280  -0.0839
C19 2.545 1.791 0.767  -0.5497
S1 1.298 1.214 1.874  0.8358
C20 2.434 1.671 -0.646  -0.2086
N2 1.360 1.019 -1.187  0.1006
H7 0.035 -0.007 -4.057  0.0903
H8 -0.868 0.525 -2.624  0.0879
H9 0.095 -0.950 -2.559  0.1020
H10 2.062 1.240 -4.438  0.1187
H11 4.028 2.447 -3.540  0.1266
H12 5.306 3.278 -1.568  0.1148
H13 5.523 3.416 0.892  0.1098
H14 3.768 2.479 2.354  0.1094
F1 1.453 -1.307 0.013  0.0395
B1 3.087 -1.738 -0.175  -1.0668
F2 3.351 -1.198 -1.404  0.1878
F3 3.672 -1.105 0.870  0.1992
F4 3.038 -3.080 -0.125  0.2152

## Properties
Calculated total energy (eV): -195071.9212
Net charge: 0
Max |F| (Eh/bohr): 0.0151
ΔE to the lowest compared entry with this formula, charge and spin (kJ/mol): 12.9
Orbital gap (eV): 7.478
Multiplicity: 1
Lowest unoccupied orbital energy (eV): -0.72
HOMO energy (eV): -8.2